# C2H3O2S2

A molecular structure, C2H3O2S2 in a non-equilibrium geometry (ωB97M-V/def2-TZVPD, the OMol25 dataset).

Net charge: -1
E_LUMO (eV): 2.3
Energy relative to the best compared isomer or geometry (same formula, charge and spin) (kcal/mol): 30.62

Geometry as XYZ:
```
9
Properties=species:S:1:pos:R:3:forces:R:3:mulliken_charge:R:1
C 0.1030 -3.0953 -1.5947 0.728 1.902 0.529 0.613
C 1.2194 1.9382 1.9630 0.918 1.276 0.734 -0.270
O -0.4844 -3.6825 -0.8048 -2.804 -2.544 3.275 -0.463
O 0.7538 -3.1069 -2.5462 2.073 0.230 -3.704 -0.485
S 0.1388 -0.9477 -0.8377 0.323 0.973 -2.368 -0.630
S 0.2883 1.2659 3.0471 -0.800 -0.543 0.410 -0.212
H 0.0625 -1.1319 0.4135 -0.276 -0.494 2.300 -0.022
H 1.2306 3.0231 1.8383 -0.407 -0.116 -0.449 0.229
H 2.0862 1.4609 1.5667 0.247 -0.684 -0.727 0.241
```
Forces are in eV/Å.